{"formula": "C14H33IN3O3", "method": "ωB97M-V/def2-TZVPD", "elements": ["C", "C", "C", "C", "N", "C", "C", "O", "I", "H", "H", "H", "H", "H", "H", "H", "H", "H", "H", "H", "C", "C", "C", "O", "C", "N", "H", "H", "H", "H", "H", "H", "H", "H", "H", "H", "H", "C", "C", "C", "O", "C", "N", "H", "H", "H", "H", "H", "H", "H", "H", "H", "H", "H"], "positions_angstrom": [[0.61775, -2.51555, 5.47705], [1.57572, -3.18123, 4.28039], [0.99379, -4.73360, 4.06066], [3.16552, -3.22017, 4.67829], [4.02406, -2.17453, 4.00229], [3.39442, -0.79965, 4.03349], [2.86582, -0.41728, 2.51489], [1.64221, 0.08723, 2.33607], [4.23428, -0.80021, 0.79496], [-0.20376, -1.82814, 4.98155], [0.18397, -3.33307, 6.20031], [1.26713, -1.78897, 6.16314], [1.32427, -2.61360, 3.28615], [0.59852, -4.86971, 2.96257], [1.81588, -5.55559, 4.27033], [0.08782, -4.98048, 4.77483], [3.57969, -4.27578, 4.30590], [3.28249, -3.25323, 5.86054], [2.59477, -0.63712, 4.87291], [4.27047, -0.02329, 4.26685], [0.99479, 1.84598, -1.20746], [1.68802, 1.22806, -2.41845], [2.80284, 2.12079, -3.01041], [2.32175, 3.20744, -3.80842], [1.95057, 4.35918, -3.06725], [0.67430, 0.88949, -3.42775], [0.31670, 2.65930, -1.47804], [0.39420, 1.09075, -0.68613], [1.72747, 2.23537, -0.49305], [2.15887, 0.29728, -2.07933], [3.40290, 1.50259, -3.68988], [3.48831, 2.48080, -2.23374], [2.59475, 4.51640, -2.19672], [0.90525, 4.28676, -2.76136], [2.04115, 5.22871, -3.72468], [1.13268, 0.40118, -4.19887], [0.36298, 1.76792, -3.85194], [-4.55024, 1.61305, -1.07672], [-3.43240, 1.51404, -2.11090], [-3.90134, 0.94686, -3.47053], [-4.07463, -0.47400, -3.48451], [-5.33152, -0.91575, -2.99593], [-2.32915, 0.72277, -1.54728], [-4.83557, 0.64026, -0.66834], [-4.23163, 2.23288, -0.22988], [-5.44294, 2.07769, -1.50804], [-3.06780, 2.53305, -2.28902], [-3.11643, 1.15274, -4.20907], [-4.80485, 1.45357, -3.83056], [-6.14165, -0.22759, -3.25598], [-5.28367, -1.05897, -1.91486], [-5.54737, -1.88855, -3.44711], [-1.55155, 0.73001, -2.20944], [-2.62961, -0.25610, -1.54150]], "atomic_forces_ev_per_a": [[0.929, 0.908, 0.017], [-1.496, -1.154, 0.894], [-0.200, -0.216, -0.118], [0.237, -0.174, -1.179], [-2.170, 0.971, 1.017], [2.484, -1.347, 0.552], [-7.240, 3.279, 1.306], [7.505, -3.265, 0.409], [-0.558, 0.032, 0.679], [1.369, -1.616, 1.139], [0.642, 1.593, -1.549], [-1.326, -1.541, -1.476], [0.975, -0.944, 1.975], [0.845, 0.159, 2.059], [-1.566, 1.738, -0.489], [1.738, 0.569, -1.381], [-0.788, 2.163, 0.761], [-0.501, 0.147, -1.858], [0.883, -0.077, -2.087], [-1.769, -1.176, -0.743], [-0.023, -0.197, 0.329], [-0.039, 0.445, 0.139], [-0.057, -0.363, -0.254], [0.280, -0.018, 0.412], [-0.128, -0.034, -0.372], [0.120, 0.130, -0.389], [0.043, -0.034, -0.099], [0.161, 0.190, -0.117], [-0.076, -0.085, -0.070], [0.025, 0.130, -0.098], [-0.115, 0.136, -0.033], [-0.158, 0.061, 0.065], [-0.074, -0.099, 0.023], [0.032, 0.102, 0.245], [0.067, -0.129, -0.013], [-0.172, -0.038, 0.188], [0.068, -0.201, 0.161], [-0.136, 0.279, 0.194], [-0.074, -0.572, 0.152], [0.433, -0.074, -0.039], [-0.386, 0.566, -0.118], [0.342, -0.278, -0.015], [-0.178, -0.043, -0.462], [0.093, 0.051, -0.107], [0.018, -0.168, -0.174], [0.022, -0.053, 0.019], [0.032, -0.102, -0.115], [-0.046, -0.161, 0.125], [-0.153, -0.073, 0.101], [0.045, 0.066, 0.065], [-0.230, 0.077, 0.052], [0.095, 0.120, -0.031], [0.101, 0.027, 0.187], [0.074, 0.297, 0.121]], "homo_lumo_gap_ev": 4.9, "total_charge": -1, "e_tot_ha": -1240.72274, "homo_ev": -2.52}